[1]
The following is a quantum chemistry calculation of a molecular structure, C42H39N5P2Ti, from the Open Molecules 2025 dataset.

CARTESIAN COORDINATES (ANGSTROEM)
Ti: 0.664 0.789 -0.071
C: 2.083 3.470 0.051
N: 0.768 3.000 -0.435
C: 0.577 3.255 -1.876
C: 1.004 2.110 -2.764
C: 1.406 2.330 -4.070
C: 1.698 1.240 -4.876
C: 1.576 -0.040 -4.356
C: 1.161 -0.181 -3.047
N: 0.880 0.872 -2.265
C: -0.320 3.580 0.381
C: -0.291 3.027 1.783
C: -0.549 3.824 2.883
C: -0.528 3.249 4.145
C: -0.229 1.902 4.266
C: 0.038 1.177 3.120
N: 0.014 1.725 1.899
C: 3.198 2.475 -0.142
C: 4.506 2.895 -0.314
C: 5.508 1.944 -0.426
C: 5.171 0.600 -0.366
C: 3.845 0.261 -0.185
N: 2.875 1.177 -0.067
H: 1.995 3.666 1.122
H: 2.361 4.416 -0.424
H: 1.091 4.169 -2.187
H: -0.489 3.420 -2.049
H: 1.492 3.338 -4.453
H: 2.017 1.390 -5.899
H: 1.793 -0.914 -4.954
H: 1.033 -1.160 -2.597
H: -1.269 3.302 -0.083
H: -0.267 4.674 0.410
H: -0.768 4.876 2.755
H: -0.732 3.848 5.023
H: -0.196 1.416 5.231
H: 0.280 0.122 3.169
H: 4.736 3.951 -0.365
H: 6.537 2.248 -0.563
H: 5.921 -0.172 -0.456
H: 3.533 -0.775 -0.128
N: -1.258 -1.524 0.829
P: -1.798 -0.155 -0.028
C: -2.766 -0.744 -1.443
C: -3.839 -1.618 -1.260
C: -4.556 -2.075 -2.352
C: -4.218 -1.648 -3.633
C: -3.166 -0.766 -3.820
C: -2.438 -0.316 -2.725
C: -3.072 0.574 1.037
C: -3.985 1.460 0.464
C: -4.905 2.124 1.260
C: -4.926 1.903 2.631
C: -4.028 1.014 3.203
C: -3.097 0.355 2.412
P: 0.398 -1.803 0.557
C: 1.020 -2.519 2.099
C: 2.024 -1.845 2.792
C: 2.514 -2.355 3.987
C: 1.995 -3.537 4.493
C: 0.997 -4.218 3.803
C: 0.517 -3.716 2.605
C: 0.551 -3.153 -0.643
C: 1.822 -3.684 -0.869
C: 2.003 -4.665 -1.830
C: 0.920 -5.120 -2.573
C: -0.344 -4.594 -2.351
C: -0.531 -3.609 -1.389
H: -1.891 -2.252 1.147
H: -4.125 -1.933 -0.262
H: -5.386 -2.753 -2.209
H: -4.785 -2.001 -4.484
H: -2.913 -0.427 -4.816
H: -1.611 0.369 -2.868
H: -3.992 1.615 -0.610
H: -5.618 2.802 0.808
H: -5.652 2.412 3.250
H: -4.057 0.825 4.269
H: -2.403 -0.344 2.862
H: 2.427 -0.919 2.393
H: 3.299 -1.834 4.519
H: 2.374 -3.939 5.423
H: 0.605 -5.146 4.197
H: -0.237 -4.269 2.054
H: 2.667 -3.350 -0.275
H: 2.987 -5.085 -1.994
H: 1.062 -5.890 -3.319
H: -1.190 -4.952 -2.923
H: -1.519 -3.196 -1.233

Values from the calculation:
Highest occupied orbital energy (spin up / spin down) = -12.2402 / -13.4657 eV
Spin multiplicity = 3
Frontier orbital gap (spin up / spin down) = 7.26 / 8.41 eV
Total energy = -93322.24259 eV
Total charge = +2



[2]
The following is a quantum chemistry calculation of a molecular structure, C42H39O3PtSb2, from the Open Molecules 2025 dataset.

CARTESIAN COORDINATES (ANGSTROEM)
Pt: -0.289 -2.219 0.422
O: 2.349 -1.214 0.440
C: 2.802 -1.251 1.776
C: 1.573 -1.135 2.769
O: 1.779 -1.109 3.972
O: 0.449 -1.025 2.208
C: 3.591 -2.535 1.976
C: 3.448 -3.365 3.078
C: 4.159 -4.549 3.150
C: 5.020 -4.914 2.132
C: 5.176 -4.082 1.037
C: 4.462 -2.904 0.955
C: 3.693 -0.048 1.998
C: 4.097 0.714 0.905
C: 4.871 1.845 1.083
C: 5.250 2.235 2.355
C: 4.864 1.473 3.445
C: 4.105 0.330 3.271
H: 1.482 -1.722 0.404
H: 2.787 -3.078 3.880
H: 4.030 -5.196 4.006
H: 5.568 -5.844 2.193
H: 5.853 -4.361 0.243
H: 4.577 -2.258 0.098
H: 3.796 0.412 -0.086
H: 5.177 2.420 0.218
H: 5.844 3.129 2.493
H: 5.156 1.776 4.441
H: 3.789 -0.247 4.125
C: -1.303 1.328 1.593
C: -2.365 1.637 0.558
C: -3.546 0.702 0.768
Sb: -2.992 -1.291 0.040
C: -5.047 -1.975 -0.193
C: -5.839 -2.199 0.926
C: -7.067 -2.824 0.814
C: -7.517 -3.252 -0.427
C: -6.727 -3.047 -1.548
C: -5.499 -2.423 -1.426
C: -2.783 -0.589 -2.005
C: -3.504 0.493 -2.490
C: -3.218 1.036 -3.731
C: -2.213 0.489 -4.510
C: -1.527 -0.626 -4.060
C: -1.809 -1.155 -2.811
Sb: 0.793 1.871 1.222
C: 0.161 3.856 0.553
C: -0.481 4.003 -0.667
C: -0.953 5.233 -1.080
C: -0.769 6.349 -0.282
C: -0.101 6.223 0.923
C: 0.351 4.982 1.337
C: 1.157 1.358 -0.860
C: 0.771 0.162 -1.430
C: 1.299 -0.253 -2.641
C: 2.174 0.565 -3.329
C: 2.527 1.794 -2.793
C: 2.044 2.172 -1.554
H: -1.274 0.260 1.786
H: -1.559 1.815 2.534
H: -1.972 1.501 -0.453
H: -2.687 2.682 0.642
H: -4.432 1.034 0.225
H: -3.794 0.641 1.829
H: -5.485 -1.876 1.897
H: -7.670 -2.993 1.698
H: -8.471 -3.754 -0.517
H: -7.064 -3.386 -2.520
H: -4.877 -2.267 -2.296
H: -4.300 0.923 -1.898
H: -3.779 1.892 -4.087
H: -1.964 0.932 -5.465
H: -0.758 -1.068 -4.679
H: -1.254 -2.010 -2.428
H: -0.605 3.142 -1.312
H: -1.459 5.325 -2.032
H: -1.141 7.313 -0.600
H: 0.069 7.100 1.534
H: 0.864 4.889 2.285
H: 0.066 -0.496 -0.901
H: 1.039 -1.227 -3.029
H: 2.596 0.239 -4.272
H: 3.197 2.450 -3.333
H: 2.357 3.115 -1.122
C: -0.367 -3.718 -0.866
H: 0.444 -3.935 -1.562
H: -1.193 -4.425 -0.943

Values from the calculation:
Highest occupied orbital energy (spin up / spin down) = -4.4021 / -4.3712 eV
Frontier orbital gap (spin up / spin down) = 6.20 / 6.47 eV
Total energy = -66649.09474 eV
Total charge = -1



[3]
The following is a quantum chemistry calculation of a molecular structure, C42H40CoN2O6P2, from the Open Molecules 2025 dataset.

CARTESIAN COORDINATES (ANGSTROEM)
Co: 0.251 0.675 0.049
C: -1.850 0.027 0.921
C: -1.656 -0.357 -0.391
C: -2.290 0.347 -1.563
C: -1.342 1.321 -2.294
C: -0.344 1.965 -1.374
C: -0.651 2.469 -0.089
C: -2.032 2.555 0.516
C: -2.490 1.302 1.331
C: 1.694 -0.189 -0.775
H: -1.694 -0.713 1.710
H: -1.245 -1.361 -0.568
H: -3.182 0.892 -1.228
H: -2.631 -0.412 -2.281
H: -0.797 0.780 -3.082
H: -1.932 2.094 -2.813
H: 0.540 2.398 -1.862
H: 0.067 3.193 0.324
H: -2.787 2.797 -0.248
H: -2.013 3.399 1.224
H: -2.256 1.491 2.392
H: -3.589 1.218 1.270
H: 1.859 -1.110 -0.190
H: 2.546 0.500 -0.642
H: 1.536 -0.407 -1.841
P: 0.083 -2.221 -9.412
P: 2.020 0.408 -9.666
C: -0.537 -0.639 -10.036
C: 0.281 0.443 -10.163
C: -0.761 -3.430 -10.527
C: -1.952 -3.152 -11.216
C: -2.558 -4.141 -12.000
C: -1.980 -5.411 -12.107
C: -0.775 -5.686 -11.442
C: -0.160 -4.698 -10.674
C: -0.846 -2.386 -7.835
C: -0.475 -1.533 -6.775
C: -1.201 -1.548 -5.588
C: -2.307 -2.398 -5.446
C: -2.648 -3.275 -6.485
C: -1.904 -3.287 -7.667
C: 2.730 1.161 -11.223
C: 2.702 0.376 -12.394
C: 3.065 0.928 -13.621
C: 3.476 2.267 -13.697
C: 3.560 3.034 -12.527
C: 3.214 2.474 -11.292
C: 2.109 1.805 -8.489
C: 3.245 1.866 -7.653
C: 3.427 2.954 -6.808
C: 2.473 3.981 -6.762
C: 1.316 3.890 -7.549
C: 1.119 2.788 -8.386
H: -1.604 -0.572 -10.278
H: -0.069 1.373 -10.633
H: -2.419 -2.173 -11.141
H: -3.488 -3.916 -12.525
H: -2.462 -6.183 -12.707
H: -0.321 -6.673 -11.526
H: 0.787 -4.902 -10.172
H: 0.371 -0.853 -6.900
H: -0.914 -0.893 -4.760
H: -2.900 -2.381 -4.530
H: -3.498 -3.949 -6.379
H: -2.167 -3.980 -8.467
H: 2.366 -0.661 -12.339
H: 3.024 0.321 -14.530
H: 3.731 2.710 -14.661
H: 3.888 4.073 -12.576
H: 3.292 3.078 -10.388
H: 3.980 1.059 -7.688
H: 4.319 3.013 -6.180
H: 2.627 4.845 -6.116
H: 0.565 4.680 -7.513
H: 0.200 2.710 -8.967
O: 0.567 -1.592 2.216
C: 0.687 -0.428 2.632
O: 0.822 0.655 1.918
C: 0.610 -0.172 4.135
C: 0.105 1.051 4.601
C: -0.055 1.285 5.989
C: 0.354 0.332 6.930
C: 0.871 -0.884 6.463
C: 0.970 -1.152 5.078
N: 1.349 -1.842 7.430
O: 1.270 -1.547 8.643
O: 1.825 -2.921 7.021
N: -0.675 2.504 6.430
O: -1.105 3.300 5.569
O: -0.761 2.716 7.658
H: -0.169 1.830 3.892
H: 0.276 0.538 7.993
H: 1.337 -2.118 4.747

Values from the calculation:
Highest occupied orbital energy (spin up / spin down) = -7.8622 / -7.8622 eV
Spin multiplicity = 4
Frontier orbital gap (spin up / spin down) = 6.61 / 6.27 eV
Total energy = -115664.06125 eV



[4]
The following is a quantum chemistry calculation of 2 unconnected molecules or ions with the total composition C42H40N3O, from the Open Molecules 2025 dataset.

CARTESIAN COORDINATES (ANGSTROEM)
C: 0.379 1.683 4.571
N: 1.786 1.668 4.326
C: 2.444 0.380 4.465
C: 3.860 0.486 5.013
O: 4.495 1.659 4.523
C: 3.869 2.832 5.026
C: 2.453 2.951 4.484
H: 0.087 2.542 5.192
H: -0.136 1.785 3.614
H: 0.060 0.746 5.045
H: 1.844 -0.260 5.125
H: 2.502 -0.108 3.477
H: 3.790 0.487 6.120
H: 4.479 -0.343 4.641
H: 3.800 2.823 6.132
H: 4.491 3.660 4.658
H: 2.511 3.456 3.503
H: 1.857 3.585 5.155
C: -7.970 -2.735 0.225
C: -7.675 -2.387 1.550
C: -6.363 -2.462 2.016
C: -5.335 -2.901 1.167
N: -3.996 -2.955 1.672
C: -3.449 -4.208 2.101
C: -2.895 -5.092 1.168
C: -2.398 -6.331 1.585
C: -2.426 -6.678 2.942
C: -2.966 -5.787 3.876
C: -3.473 -4.552 3.458
C: -3.112 -1.867 1.457
C: -2.630 -1.131 2.549
C: -1.772 -0.065 2.353
C: -1.202 0.219 1.073
C: -0.199 1.230 0.897
C: 0.530 1.466 -0.323
C: 0.887 2.791 -0.732
C: 1.551 3.030 -1.922
C: 1.984 1.957 -2.731
N: 2.679 2.187 -3.919
C: 3.517 1.165 -4.472
C: 3.018 0.284 -5.441
C: 3.834 -0.739 -5.936
C: 5.150 -0.872 -5.489
C: 5.665 0.043 -4.562
C: 4.849 1.051 -4.043
C: 2.437 3.362 -4.698
C: 3.296 4.464 -4.594
C: 3.095 5.587 -5.404
C: 2.044 5.609 -6.329
C: 1.195 4.503 -6.443
C: 1.382 3.386 -5.625
C: 1.684 0.643 -2.324
C: 0.940 0.403 -1.183
C: -1.756 -0.513 -0.026
C: -2.708 -1.506 0.166
C: -5.628 -3.255 -0.152
C: -6.946 -3.177 -0.618
H: -8.994 -2.664 -0.145
H: -8.466 -2.047 2.221
H: -6.101 -2.184 3.039
H: -2.871 -4.793 0.118
H: -1.989 -7.019 0.845
H: -2.029 -7.643 3.266
H: -2.994 -6.049 4.936
H: -3.898 -3.840 4.167
H: -2.980 -1.393 3.552
H: -1.521 0.569 3.201
H: -0.069 1.968 1.689
H: 0.602 3.630 -0.095
H: 1.764 4.050 -2.254
H: 1.985 0.404 -5.775
H: 3.422 -1.433 -6.672
H: 5.776 -1.681 -5.866
H: 6.702 -0.032 -4.233
H: 5.225 1.765 -3.305
H: 4.112 4.423 -3.869
H: 3.765 6.443 -5.307
H: 1.889 6.483 -6.961
H: 0.380 4.499 -7.171
H: 0.727 2.513 -5.690
H: 2.009 -0.188 -2.955
H: 0.689 -0.625 -0.919
H: -1.430 -0.281 -1.038
H: -3.140 -2.038 -0.683
H: -4.810 -3.579 -0.800
H: -7.162 -3.455 -1.651

Values from the calculation:
Highest occupied orbital energy = -9.9813 eV
Frontier orbital gap = 5.10 eV
Total energy = -50712.54754 eV
Total charge = +1



[5]
The following is a quantum chemistry calculation of a molecular structure, C42H40N6O4SeSiTi, from the Open Molecules 2025 dataset.

CARTESIAN COORDINATES (ANGSTROEM)
Ti: -0.958 -0.237 -0.210
C: 3.253 -0.380 1.011
C: 1.970 0.113 0.929
N: 0.909 -0.618 0.545
C: 1.064 -1.928 0.224
C: 2.363 -2.501 0.266
C: 3.449 -1.709 0.670
C: 2.579 -3.836 -0.100
C: 1.522 -4.616 -0.536
C: 0.242 -4.071 -0.579
C: -0.031 -2.748 -0.165
N: -1.301 -2.241 -0.228
C: -2.183 -2.722 0.678
C: -2.807 -3.980 0.656
C: -3.741 -4.344 1.632
C: -4.087 -3.442 2.635
C: -3.507 -2.165 2.641
C: -3.815 -1.178 3.588
C: -3.198 0.066 3.498
C: -2.303 0.278 2.459
N: -1.991 -0.643 1.529
C: -2.568 -1.829 1.641
H: 4.073 0.250 1.327
H: 1.739 1.143 1.177
H: 4.449 -2.128 0.715
H: 3.574 -4.267 -0.066
H: 1.680 -5.642 -0.847
H: -0.568 -4.686 -0.956
H: -2.577 -4.679 -0.140
H: -4.197 -5.327 1.594
H: -4.813 -3.725 3.388
H: -4.525 -1.376 4.382
H: -3.406 0.851 4.212
H: -1.790 1.225 2.335
C: -1.215 -1.429 -5.505
N: 0.072 -1.960 -5.056
C: 0.624 -1.926 -3.812
Se: -0.118 -1.204 -2.404
N: 1.839 -2.524 -3.776
C: 2.051 -2.944 -5.034
C: 3.155 -3.622 -5.546
C: 3.137 -3.955 -6.914
C: 2.032 -3.604 -7.723
C: 0.932 -2.918 -7.173
C: 0.981 -2.604 -5.814
H: -1.767 -0.946 -4.673
H: -1.838 -2.255 -5.908
H: -1.049 -0.675 -6.302
H: 2.473 -2.635 -2.952
H: 3.995 -3.885 -4.916
H: 3.976 -4.482 -7.349
H: 2.030 -3.866 -8.773
H: 0.083 -2.647 -7.786
O: -4.103 1.480 -1.890
N: -2.996 1.262 -1.370
O: -2.197 2.197 -1.195
O: -2.688 0.109 -1.025
C: -2.659 4.372 1.368
C: -1.175 4.325 0.941
C: -1.114 4.392 -0.607
C: -0.421 5.545 1.507
Si: -0.339 2.575 1.539
O: -1.111 1.316 0.777
C: -0.272 2.287 3.428
C: -0.755 3.206 4.375
C: -0.667 2.940 5.745
C: -0.100 1.751 6.195
C: 0.376 0.821 5.277
C: 0.289 1.083 3.908
C: 1.528 2.612 1.051
C: 1.967 1.890 -0.076
C: 3.311 1.907 -0.452
C: 4.235 2.640 0.290
C: 3.818 3.355 1.411
C: 2.475 3.343 1.793
H: -3.139 5.290 1.009
H: -2.776 4.349 2.455
H: -3.222 3.525 0.958
H: -1.575 5.316 -0.976
H: -1.646 3.552 -1.070
H: -0.081 4.373 -0.972
H: -0.900 6.478 1.187
H: 0.615 5.578 1.155
H: -0.398 5.552 2.599
H: -1.218 4.143 4.080
H: -1.049 3.661 6.464
H: -0.036 1.545 7.261
H: 0.812 -0.113 5.623
H: 0.662 0.328 3.214
H: 1.264 1.302 -0.668
H: 3.637 1.342 -1.322
H: 5.281 2.648 -0.003
H: 4.543 3.920 1.992
H: 2.186 3.905 2.680
H: -0.253 1.075 -1.148

Values from the calculation:
Highest occupied orbital energy (spin up / spin down) = 1.0179 / -1.7124 eV
Spin multiplicity = 3
Frontier orbital gap (spin up / spin down) = 2.79 / 5.51 eV
Total energy = -157666.47142 eV
Total charge = -2